{"formula": "C31H50I4N3O11P2S", "method": "ωB97M-V/def2-TZVPD", "elements": ["C", "C", "O", "O", "C", "C", "C", "C", "C", "C", "C", "P", "O", "O", "C", "C", "P", "N", "O", "N", "C", "C", "C", "C", "S", "O", "O", "O", "C", "I", "C", "C", "I", "C", "C", "C", "C", "N", "O", "C", "I", "C", "C", "I", "H", "H", "H", "H", "H", "H", "H", "H", "H", "H", "H", "H", "H", "H", "H", "H", "H", "H", "H", "H", "H", "H", "H", "H", "H", "H", "H", "H", "H", "H", "H", "H", "H", "H", "H", "H", "H", "H", "H", "H", "H", "H", "H", "H", "H", "H", "C", "C", "C", "O", "C", "C", "C", "O", "H", "H", "H", "H"], "xyz": [[-5.67525, 3.58233, -0.05422], [-4.31452, 3.17730, -0.59535], [-3.66283, 2.41383, 0.03989], [-3.89412, 3.72481, -1.74142], [-2.75931, 3.06870, -2.30561], [-3.10522, 1.76023, -3.04532], [-1.85113, 1.09817, -3.62589], [-2.11476, -0.27143, -4.31329], [-0.92481, -1.25850, -4.06328], [-1.08842, -1.78027, -2.60447], [0.19599, -2.24928, -1.84253], [1.00340, -3.26077, -3.20648], [2.47784, -3.87805, -2.80666], [0.05207, -4.56134, -3.61285], [1.13679, -0.96603, -1.91007], [1.96786, -1.28901, -0.61244], [3.31670, 0.04803, -0.49319], [2.97501, 1.37278, -1.57417], [4.71619, -0.55390, -1.17600], [1.04915, -1.70558, 0.51157], [0.58265, -0.41995, 1.14406], [0.37231, 0.94522, 0.46074], [-0.51396, 1.92840, 1.30793], [-0.29740, 1.77337, 2.83171], [-1.48173, 2.88768, 3.60784], [-1.44262, 4.14553, 2.92589], [-2.77102, 2.28976, 3.41562], [-1.15012, 3.04244, 5.16075], [2.00042, -2.33708, 1.51326], [4.04408, -2.91970, 1.08446], [1.69596, -2.65374, 2.76527], [2.67789, -3.23365, 3.77048], [-0.21283, -2.41307, 3.66755], [0.09937, -2.66521, -0.30392], [0.76829, -4.08528, -0.32786], [0.63609, -5.05843, 0.88708], [1.92972, -5.84876, 1.06243], [2.54817, -6.36353, -0.10668], [2.39739, -6.10932, 2.12921], [-1.34938, -2.94980, 0.24468], [-2.31001, -4.69050, -0.72640], [-2.58692, -1.97137, 0.32751], [-2.51166, -0.44569, 0.34225], [-4.24376, -2.36886, -1.11881], [-6.31295, 4.04906, -0.80774], [-5.53581, 4.21422, 0.82718], [-6.14777, 2.66368, 0.30453], [-2.37246, 3.75486, -3.07120], [-1.93038, 2.94791, -1.59576], [-3.73867, 2.05837, -3.89129], [-3.65158, 1.09444, -2.36305], [-1.42661, 1.77771, -4.38007], [-1.08786, 1.00209, -2.83441], [-2.36178, -0.16819, -5.37280], [-2.99674, -0.69690, -3.80781], [-1.04136, -2.03661, -4.82431], [-0.01815, -0.69151, -4.30024], [-1.70774, -2.67658, -2.75300], [-1.71683, -1.06290, -2.07989], [3.13352, -3.69924, -3.49238], [-0.45498, -4.26883, -4.38416], [1.89219, -1.07848, -2.69980], [0.67351, 0.00743, -2.04088], [2.53297, -2.10473, -1.07925], [2.03398, 1.72679, -1.43471], [3.07345, 1.03590, -2.53405], [4.42784, -1.21650, -1.82911], [1.27466, -0.17500, 1.95229], [-0.36002, -0.60998, 1.65404], [1.31004, 1.51699, 0.41163], [-0.05419, 0.98520, -0.54336], [-0.17709, 2.94750, 1.08290], [-1.56455, 1.91716, 1.00496], [0.70920, 2.15886, 3.04557], [-0.46799, 0.77002, 3.22574], [-2.02576, 3.02688, 5.59395], [3.03303, -4.22660, 3.48333], [2.21550, -3.34200, 4.75652], [3.49302, -2.51545, 3.92001], [1.84238, -4.02778, -0.54031], [0.41258, -4.70647, -1.15648], [0.28911, -4.63844, 1.82938], [-0.08225, -5.86095, 0.66304], [3.13169, -7.14998, 0.14996], [3.05742, -5.65032, -0.61682], [-1.25456, -3.37021, 1.24409], [-3.12927, -2.22744, 1.24266], [-3.52747, -0.07470, 0.21116], [-2.27207, -0.13401, 1.36788], [-1.91912, 0.06089, -0.41777], [4.08988, 6.13079, 2.33506], [3.77436, 5.09371, 3.10672], [2.36239, 4.69811, 3.31788], [2.07097, 3.74684, 4.02132], [1.31430, 5.49491, 2.64121], [1.62899, 6.53198, 1.86740], [3.04154, 6.93155, 1.65285], [3.33044, 7.87316, 0.94819], [5.11460, 6.43715, 2.16752], [4.52444, 4.49669, 3.61027], [0.28883, 5.18121, 2.81432], [0.87761, 7.12724, 1.36382]], "atomic_forces_ev_per_a": [[0.1, 0.0, -0.7], [-1.4, 0.9, 0.6], [1.4, -1.5, 0.6], [-0.3, -0.3, -0.2], [1.0, 0.1, -1.2], [0.0, 0.6, 0.2], [-0.1, 0.1, -0.5], [0.1, -0.1, 1.2], [-1.1, 1.2, -0.5], [-0.2, -1.7, -0.8], [0.1, 2.5, -0.4], [0.1, 0.7, -3.1], [-0.4, -0.4, 1.4], [0.5, 0.3, 1.2], [0.6, -2.2, 1.9], [0.7, 1.6, -4.3], [1.1, 2.3, 3.0], [0.1, -1.9, -0.3], [-2.2, -0.5, -0.6], [2.8, 0.7, -1.3], [-1.7, 1.4, 1.3], [0.2, 1.3, -0.3], [0.0, -0.1, 0.2], [0.4, 0.8, 0.2], [-1.8, 0.3, -1.9], [1.3, 0.6, 0.5], [-0.1, -1.1, 1.2], [0.0, -0.4, -0.7], [0.2, -1.1, 0.5], [-0.7, 0.3, -0.3], [-0.3, -0.1, 0.8], [-0.4, 0.3, 0.6], [0.2, -0.1, 0.1], [-1.2, -2.4, -1.5], [0.7, -1.0, 1.0], [0.3, -0.5, -0.5], [0.3, 0.3, -0.7], [-0.8, 0.3, 0.0], [-0.1, -0.3, 1.6], [-1.1, 0.3, -0.2], [1.9, -1.5, 0.6], [-0.5, 0.3, -0.5], [-0.4, -0.1, 0.7], [-1.0, 1.8, 0.0], [0.1, 0.1, 0.2], [0.0, 0.1, -0.3], [0.1, 0.1, -0.1], [-0.2, 0.1, 0.3], [-0.5, -0.1, 0.2], [-0.2, -0.3, 0.3], [0.1, 0.0, -0.3], [0.1, -0.1, 0.3], [-0.2, -0.1, -0.1], [0.2, 0.1, 0.1], [0.1, -0.1, -0.4], [0.4, -0.1, 0.3], [0.1, -0.4, 0.3], [-0.2, 0.3, 0.4], [0.5, 0.0, 0.4], [-0.4, 0.0, -0.1], [0.1, -0.2, 0.0], [-0.4, 0.2, -0.2], [-0.3, -0.3, 0.3], [-0.3, -0.6, 1.2], [0.2, 0.2, -0.1], [-0.1, 0.5, -0.1], [0.8, 0.1, -0.2], [0.2, -0.5, -0.3], [0.2, -0.5, -0.3], [0.1, -0.7, -0.1], [0.0, -0.4, 0.2], [0.0, -0.2, -0.2], [0.1, -0.3, 0.3], [-0.2, -0.4, 0.4], [0.0, 0.2, 0.1], [0.2, 0.0, 0.1], [0.1, 0.2, -0.2], [-0.1, 0.0, -0.3], [0.1, -0.3, -0.2], [-0.3, 0.6, 0.0], [-0.3, 0.7, -0.1], [0.4, 0.0, 0.0], [0.0, 0.4, -0.2], [0.3, 0.3, 0.0], [-0.1, -0.2, -0.3], [0.2, 0.2, -0.1], [0.2, -0.2, -0.2], [0.1, 0.1, 0.0], [0.3, 0.2, -0.3], [0.2, -0.3, 0.2], [0.0, -0.1, 0.1], [0.1, 0.0, 0.0], [0.1, 0.1, 0.0], [0.0, -0.1, -0.1], [-0.1, 0.1, 0.0], [0.0, -0.1, 0.0], [0.0, 0.1, -0.1], [0.0, 0.0, 0.0], [0.0, 0.0, 0.0], [0.0, 0.0, 0.0], [0.2, 0.1, 0.0], [0.0, 0.0, 0.0]], "lowdin_charge": [0.0396, -0.5324, 0.0870, 0.0312, -0.1768, -0.1616, -0.1999, -0.1769, -0.2199, -0.2478, -0.3809, 0.9301, -0.2564, -0.2541, -0.1785, -0.4652, 0.8252, -0.1442, -0.3295, -0.0730, -0.1813, -0.1699, -0.1913, -0.2002, 0.5998, -0.2834, -0.2814, -0.1281, -0.5762, 1.2287, -0.7213, -0.2351, 1.1527, -0.2462, -0.2363, -0.1399, -0.5446, 0.1404, 0.0770, -0.5350, 0.9953, -0.6814, -0.1995, 0.7916, 0.0862, 0.0965, 0.0923, 0.1340, 0.1172, 0.1307, 0.1054, 0.1236, 0.0861, 0.1173, 0.0859, 0.0946, 0.1031, 0.0360, 0.0592, 0.0699, 0.0556, 0.0847, 0.0771, 0.0345, 0.0150, 0.0439, 0.0414, 0.1217, 0.0161, 0.0790, 0.0831, 0.1178, 0.0756, 0.0954, 0.0649, 0.1108, 0.0485, 0.0495, 0.0701, 0.0434, 0.0538, 0.0610, 0.0806, 0.1032, 0.0600, -0.0194, 0.0681, 0.0313, 0.0815, 0.0595, 0.0280, 0.0204, -0.3702, 0.0795, 0.0220, 0.0344, -0.3842, 0.1181, 0.1250, 0.1219, 0.0827, 0.1261], "molar_mass_g_mol": 1242.382, "total_charge": 1, "total_energy_ha": -4474.3929, "gap_ev": 6.84}

***

{"formula": "C12H29AgCl2N2O2SSi2Te", "method": "ωB97M-V/def2-TZVPD", "elements": ["Ag", "C", "N", "C", "N", "S", "H", "H", "H", "H", "H", "H", "C", "Si", "C", "C", "C", "Te", "C", "Si", "C", "C", "C", "H", "H", "H", "H", "H", "H", "H", "H", "H", "H", "H", "H", "H", "H", "H", "H", "H", "H", "H", "H", "H", "H", "Cl", "C", "Cl", "C", "O", "O", "H"], "xyz": [[0.25904, -1.93682, 1.07524], [-1.09103, -3.35085, -2.93814], [-0.81525, -3.93918, -1.63704], [-1.47312, -3.62178, -0.54199], [-2.60713, -2.91521, -0.66896], [-0.93000, -4.12733, 1.02056], [-0.30717, -3.66143, -3.62121], [-1.07260, -2.25956, -2.88085], [-2.05229, -3.69230, -3.32839], [0.12863, -4.26968, -1.49388], [-2.98583, -2.67913, -1.57014], [-3.19235, -2.82338, 0.14159], [0.24180, 3.13751, -2.82087], [1.34975, 2.53316, -1.44308], [1.57571, 3.91383, -0.19891], [2.98684, 1.93760, -2.09087], [0.48424, 1.08495, -0.60118], [1.44488, 0.49843, 1.22368], [0.09237, 1.65365, 2.45066], [-1.57907, 0.95478, 2.91383], [-2.47000, 2.26787, 3.90358], [-2.59977, 0.53517, 1.40122], [-1.41698, -0.58761, 3.95368], [0.69589, 3.98503, -3.34547], [-0.72871, 3.46736, -2.43566], [0.06175, 2.34936, -3.55927], [2.13805, 4.74530, -0.63366], [2.12912, 3.55876, 0.67519], [0.61128, 4.30431, 0.14077], [3.67888, 2.76707, -2.26603], [2.86173, 1.39432, -3.03170], [3.44659, 1.24937, -1.37419], [0.53192, 0.19330, -1.23357], [-0.55596, 1.29599, -0.34892], [-0.01716, 2.61174, 1.93313], [0.64920, 1.86405, 3.37046], [-2.56254, 3.19435, 3.32745], [-1.92473, 2.49962, 4.82431], [-3.47730, 1.94337, 4.18372], [-2.79524, 1.41851, 0.78417], [-3.56614, 0.12285, 1.70917], [-2.09233, -0.20845, 0.77960], [-0.82178, -0.40887, 4.85554], [-0.94456, -1.40127, 3.40438], [-2.40608, -0.93769, 4.26636], [2.69105, -4.36782, -2.31029], [3.33436, -3.15383, -1.15962], [5.02700, -2.82522, -1.53340], [2.46704, -1.85610, -1.08056], [3.05595, -0.83725, -0.70570], [1.23312, -1.99505, -1.30110], [3.30897, -3.62582, -0.18368]], "atomic_forces_ev_per_a": [[0.1, 0.0, 0.0], [0.0, 0.0, 0.1], [0.2, 0.1, -0.3], [-0.2, -0.2, 0.1], [-0.1, -0.1, 0.1], [0.0, 0.4, -0.2], [0.0, 0.0, 0.0], [0.0, 0.0, 0.0], [0.0, 0.0, 0.0], [0.1, 0.0, 0.0], [0.0, 0.0, 0.0], [0.0, 0.1, 0.0], [-0.1, 0.1, -0.2], [0.0, -0.1, 0.1], [0.0, 0.1, 0.1], [0.2, 0.1, 0.0], [0.1, 0.1, -0.1], [-0.3, -0.1, -0.1], [0.2, 0.0, 0.0], [-0.1, -0.1, 0.0], [-0.1, 0.1, 0.1], [0.0, 0.1, -0.1], [0.1, 0.0, 0.2], [0.0, -0.1, 0.0], [0.1, 0.0, 0.0], [0.0, 0.1, 0.1], [0.0, 0.0, 0.0], [0.0, 0.1, 0.0], [0.1, 0.0, 0.0], [-0.1, 0.0, 0.0], [0.0, 0.0, 0.1], [0.0, 0.1, -0.2], [0.0, 0.1, 0.1], [0.0, 0.0, 0.0], [0.0, 0.0, 0.0], [0.0, 0.0, -0.1], [0.0, -0.1, 0.1], [-0.1, 0.0, -0.1], [0.1, 0.0, 0.0], [0.0, -0.1, 0.0], [0.1, 0.0, 0.0], [0.0, 0.0, 0.0], [-0.1, 0.0, -0.1], [0.0, -0.1, 0.0], [0.1, 0.0, 0.0], [-0.1, 0.1, 0.1], [-0.1, 0.1, -0.2], [0.0, 0.0, 0.0], [-0.3, 0.0, -0.1], [0.0, -0.2, 0.2], [0.3, -0.3, 0.1], [0.0, -0.1, 0.1]], "nbo_charge": [0.6056, -0.4356, -0.5545, 0.3559, -0.7938, -0.3635, 0.2427, 0.2165, 0.1942, 0.4488, 0.4031, 0.4235, -1.1146, 1.6527, -1.1240, -1.1341, -1.1459, 0.6310, -1.1978, 1.6581, -1.1148, -1.1257, -1.1205, 0.2392, 0.2315, 0.2364, 0.2425, 0.2374, 0.2294, 0.2334, 0.2412, 0.2795, 0.2822, 0.2337, 0.2478, 0.2488, 0.2361, 0.2384, 0.2379, 0.2372, 0.2377, 0.2312, 0.2396, 0.2346, 0.2407, -0.0550, -0.3148, 0.0009, 0.7520, -0.7180, -0.8180, 0.2294], "molar_mass_g_mol": 627.989, "total_charge": 0, "relative_energy_kj_mol": 0.0, "total_energy_ha": -3047.2989, "gap_ev": 8.54}

***

{"formula": "C12H18O9", "method": "ωB97M-V/def2-TZVPD", "elements": ["C", "C", "C", "O", "C", "O", "O", "H", "H", "H", "H", "H", "H", "C", "C", "C", "O", "C", "O", "O", "H", "H", "H", "H", "H", "H", "C", "C", "C", "O", "C", "O", "O", "H", "H", "H", "H", "H", "H"], "xyz": [[2.90631, -4.71487, 1.28456], [1.53267, -4.65902, 1.82140], [1.33442, -4.73846, 3.30158], [0.54274, -3.55640, 3.57645], [0.38134, -2.80747, 2.50352], [-0.24193, -1.74530, 2.40079], [1.06077, -3.37347, 1.48313], [3.31901, -5.69518, 1.52280], [3.61139, -3.94242, 1.59163], [2.87189, -4.57840, 0.20369], [0.81241, -5.37232, 1.42072], [2.25646, -4.72800, 3.88282], [0.71992, -5.59074, 3.59158], [-1.77375, 3.58879, -1.22429], [-1.24398, 4.36645, -0.00026], [-0.63677, 5.76236, -0.37417], [-1.37093, 6.73356, 0.25075], [-2.53284, 6.15961, 0.64894], [-3.53330, 6.75573, 1.19095], [-2.43313, 4.86909, 0.61227], [-2.72351, 3.11410, -0.97783], [-1.05789, 2.80436, -1.46986], [-1.68946, 4.10847, -2.17871], [-0.56866, 3.97166, 0.75881], [-0.65330, 5.91902, -1.45273], [0.41734, 5.81416, -0.10167], [-1.68424, -0.74168, -1.26886], [-0.17713, -0.20912, -1.47981], [0.84284, -1.39247, -1.60809], [1.55913, -1.03969, -2.75926], [0.96935, 0.05505, -3.34901], [1.47232, 0.56406, -4.35072], [-0.06733, 0.49356, -2.66181], [-1.85090, -1.17345, -0.28199], [-1.93621, -1.61763, -1.86662], [-2.46633, -0.03673, -1.55076], [0.18332, 0.39720, -0.64881], [0.38490, -2.37413, -1.72946], [1.46306, -1.39013, -0.71176]], "atomic_forces_ev_per_a": [[1.0, -1.0, -0.8], [-0.5, 0.2, -0.2], [-0.4, 0.3, 1.0], [-0.3, -0.1, 1.3], [-0.8, 2.2, -1.1], [1.6, -2.8, 0.5], [-1.1, 1.4, -0.5], [0.3, 0.0, -0.2], [-0.4, 0.1, 0.7], [-0.1, -0.4, -0.1], [0.5, -0.2, -0.8], [-0.1, 0.2, 0.1], [0.2, 0.0, 0.1], [1.9, -1.1, 0.5], [0.7, 2.1, -2.1], [2.6, -2.5, -2.4], [-4.3, 1.8, 1.9], [4.0, -1.6, -0.1], [0.6, -0.1, -0.6], [-3.6, 1.4, 1.9], [0.0, 0.2, -0.3], [0.0, -0.5, 0.4], [-0.9, 0.7, 0.4], [-0.7, -0.9, -0.1], [-0.2, 0.1, 0.0], [-0.2, 0.4, 0.4], [1.1, -0.1, -0.2], [-2.2, -2.8, 2.0], [-0.9, 0.6, 0.8], [-0.3, 0.9, -0.7], [3.8, 0.4, -3.2], [-2.0, -1.1, 2.6], [-0.4, 0.9, -0.9], [0.2, 0.7, 0.4], [0.7, 0.0, -0.7], [0.3, 0.4, 0.4], [-0.5, 0.3, 0.0], [-0.1, 0.1, 0.0], [0.3, -0.2, -0.2]], "nbo_charge": [-0.6287, 0.0526, -0.0862, -0.4751, 0.9815, -0.6215, -0.5014, 0.2231, 0.2302, 0.2315, 0.1899, 0.2005, 0.2054, -0.6638, 0.0796, -0.1171, -0.3738, 0.9561, 0.0325, -0.3893, 0.2599, 0.2641, 0.2492, 0.2428, 0.2168, 0.2408, -0.6484, 0.0742, -0.0881, -0.4792, 0.9644, -0.5777, -0.4878, 0.2412, 0.2224, 0.2146, 0.1755, 0.1900, 0.1992], "molar_mass_g_mol": 306.267, "total_charge": 1, "spin_multiplicity": 2, "relative_energy_kj_mol": 5.8, "total_energy_ha": -1144.8164, "gap_ev": [8.27, 2.72]}